[1]
101
Properties=species:S:1:pos:R:3 method="wB97M-V/def2-TZVPD" max_force_ev_per_a=5.6 gap_ev=7.73 total_charge=0 homo_energy_ev=-8.166
C -4.11 -2.52 8.85
C -2.84 -3.35 8.45
O -1.98 -2.68 7.52
C -2.62 -2.45 6.28
C -1.67 -2.73 5.07
O -0.29 -2.60 5.39
C 0.11 -1.23 5.38
C 0.46 -0.71 3.94
C -0.46 0.44 3.64
N -1.14 1.26 3.29
C 1.98 -0.42 3.69
C 2.74 -1.61 4.30
N 3.21 -2.42 4.90
C 2.55 0.86 4.39
N 2.80 0.55 5.84
C 2.24 -0.47 2.09
I 3.63 -2.09 1.53
C 2.81 0.84 1.45
C 3.15 0.57 -0.08
I 1.45 2.52 1.47
H -4.06 -2.32 9.94
H -5.00 -3.16 8.70
H -4.21 -1.56 8.32
H -2.24 -3.61 9.34
H -3.18 -4.29 7.97
H -3.51 -3.12 6.15
H -2.99 -1.40 6.25
H -1.80 -3.77 4.70
H -1.93 -2.01 4.26
H -0.73 -0.61 5.78
H 0.93 -1.15 6.12
H 0.18 -1.53 3.24
H 1.80 1.68 4.40
H 3.51 1.21 4.00
H 2.00 0.82 6.41
H 3.61 1.10 6.09
H 1.29 -0.72 1.57
H 3.79 1.06 1.92
H 2.53 -0.23 -0.52
H 2.88 1.49 -0.63
H 4.24 0.44 -0.22
N 1.55 -1.90 -2.76
C 1.31 -1.21 -3.91
C 2.24 -1.60 -4.84
C 3.07 -2.57 -4.22
C 2.62 -2.73 -2.94
H 1.03 -1.81 -1.91
H 0.50 -0.50 -3.97
H 2.31 -1.23 -5.85
H 3.91 -3.08 -4.67
H 2.97 -3.37 -2.14
N 2.60 -2.26 -8.80
C 3.23 -3.31 -8.19
C 4.53 -3.33 -8.61
C 4.69 -2.24 -9.52
C 3.49 -1.60 -9.61
H 1.63 -2.01 -8.67
H 2.70 -3.95 -7.50
H 5.28 -4.04 -8.31
H 5.59 -1.96 -10.04
H 3.18 -0.74 -10.18
N -2.54 -1.14 -4.04
C -2.27 -0.75 -2.76
C -3.22 0.16 -2.38
C -4.11 0.32 -3.47
C -3.67 -0.50 -4.48
H -2.00 -1.80 -4.58
H -1.42 -1.15 -2.23
H -3.27 0.65 -1.42
H -4.97 0.96 -3.52
H -4.05 -0.67 -5.48
N -6.95 2.74 -1.60
C -6.44 3.55 -0.62
C -6.75 4.85 -0.94
C -7.48 4.82 -2.16
C -7.59 3.51 -2.54
H -6.86 1.74 -1.63
H -5.90 3.14 0.22
H -6.48 5.72 -0.37
H -7.88 5.66 -2.70
H -8.06 3.05 -3.40
N 6.33 -2.60 -0.80
C 6.70 -2.05 -2.00
C 7.63 -2.87 -2.58
C 7.83 -3.97 -1.69
C 7.01 -3.77 -0.61
H 5.66 -2.20 -0.16
H 6.27 -1.12 -2.34
H 8.12 -2.71 -3.52
H 8.50 -4.80 -1.83
H 6.86 -4.36 0.28
N -4.78 8.07 0.19
C -4.08 8.95 -0.59
C -2.75 8.67 -0.45
C -2.64 7.58 0.45
C -3.91 7.23 0.83
H -5.78 8.05 0.29
H -4.60 9.69 -1.18
H -1.94 9.19 -0.94
H -1.73 7.10 0.78
H -4.27 6.46 1.49

[2]
23
Properties=species:S:1:pos:R:3 method="wB97M-V/def2-TZVPD" max_force_ev_per_a=4.4 spin_multiplicity=4 gap_ev="6.26 / 8.43" total_charge=+1 homo_energy_ev="-9.911 / -14.051"
C 2.31 1.71 -0.59
O 2.02 1.00 0.62
C 2.64 -0.30 0.55
C 1.63 -1.28 0.05
O 0.28 -1.03 0.56
C -0.77 -1.57 -0.23
C -2.03 -0.83 0.12
O -1.74 0.56 0.03
C -2.88 1.40 0.09
Au 0.08 0.94 1.00
H 2.86 2.59 -0.94
H 1.37 2.05 -1.08
H 3.59 0.65 -0.06
H 1.91 -2.31 0.31
H 1.57 -1.24 -1.05
H -0.89 -2.65 -0.03
H -0.54 -1.43 -1.30
H -2.38 -1.07 1.14
H -2.83 -1.09 -0.59
H -2.54 2.43 -0.03
H -3.58 1.14 -0.72
H -3.39 1.29 1.07
H 3.32 -0.96 1.11

[3]
9
Properties=species:S:1:pos:R:3 method="wB97M-V/def2-TZVPD" max_force_ev_per_a=3.0 spin_multiplicity=3 e_above_lowest_kj_mol=25.0 gap_ev="8.21 / 8.80" total_charge=0 homo_energy_ev="-8.062 / -10.418"
C -0.78 0.30 -0.15
C -0.50 -1.09 0.14
C 0.58 1.04 -0.23
Cl -0.02 -1.81 1.64
Br 1.53 1.23 1.56
Br 1.88 0.53 -1.61
H -1.18 0.37 -1.16
H -1.40 0.99 0.51
H -0.12 -1.56 -0.70

[4]
21
Properties=species:S:1:pos:R:3 method="wB97M-V/def2-TZVPD" max_force_ev_per_a=4.5 e_above_lowest_kj_mol=393.7 gap_ev=7.72 total_charge=0 homo_energy_ev=-8.877
C -4.98 -0.01 0.30
C -2.81 1.16 0.34
C -2.99 -1.26 0.01
C -1.45 1.04 0.06
C -1.69 -1.33 -0.38
C -3.58 0.00 0.12
C -0.92 -0.19 -0.43
N -6.13 0.02 0.21
N 2.67 -0.37 0.02
N 0.46 -0.38 -0.78
N 1.33 0.00 0.08
O 3.24 -0.71 -1.25
O 1.08 0.60 1.15
P 4.41 0.42 0.98
H -3.24 2.12 0.69
H -3.59 -2.10 0.32
H -0.85 1.87 0.33
H -1.14 -2.25 -0.51
H 2.80 -1.59 -1.51
H 3.98 -0.06 2.17
H 3.67 1.70 1.18

[5]
69
Properties=species:S:1:pos:R:3 method="wB97M-V/def2-TZVPD" max_force_ev_per_a=3.9 e_above_lowest_kj_mol=0.0 gap_ev=3.12 total_charge=+3 homo_energy_ev=-13.760
Ba -5.52 -1.32 -2.38
Ba -3.35 -0.14 5.21
N -0.75 -0.34 0.15
O -1.18 -0.06 1.26
O 0.46 -0.28 0.04
O -1.47 -0.66 -0.80
C -2.81 -6.99 -1.90
C -1.90 -5.87 -2.53
O -2.76 -5.01 -3.23
H -3.46 -6.58 -1.13
H -2.24 -7.76 -1.37
H -3.48 -7.55 -2.55
H -1.08 -6.18 -3.17
H -1.51 -5.40 -1.62
H -2.37 -4.73 -4.07
C 3.95 -0.26 5.86
C 2.57 -0.10 6.53
O 1.51 0.21 5.55
H 4.48 0.62 5.49
H 3.97 -1.10 5.17
H 4.63 -0.53 6.67
H 2.65 0.76 7.20
H 2.20 -0.86 7.21
H 2.02 0.73 4.93
C -2.12 5.29 2.19
C -2.46 5.29 3.71
O -2.01 4.02 4.12
H -2.27 4.36 1.65
H -1.09 5.47 1.88
H -2.71 6.12 1.82
H -3.55 5.29 3.70
H -2.12 6.08 4.37
H -1.09 4.13 4.36
C 1.68 2.40 -5.78
C 1.49 0.88 -5.77
O 2.12 0.34 -4.66
H 1.47 2.92 -6.72
H 2.72 2.57 -5.51
H 1.15 2.94 -4.99
H 1.94 0.54 -6.70
H 0.42 0.69 -5.69
H 1.54 0.44 -3.91
C 5.80 0.47 -1.11
C 5.53 1.61 -0.16
O 4.29 2.24 -0.57
H 6.77 -0.03 -1.10
H 5.59 0.77 -2.14
H 5.10 -0.35 -0.92
H 6.29 2.38 -0.09
H 5.44 1.26 0.87
H 3.52 1.68 -0.59
C 0.28 -4.84 2.80
C 0.12 -6.38 2.68
O -1.26 -6.77 2.84
H 1.32 -4.68 2.51
H 0.08 -4.44 3.79
H -0.26 -4.31 2.01
H 0.79 -6.78 3.44
H 0.54 -6.77 1.76
H -1.79 -6.14 2.35
C -4.33 4.96 -4.49
C -4.39 4.49 -3.07
O -3.96 3.12 -2.98
H -3.28 5.03 -4.77
H -4.67 6.00 -4.46
H -4.91 4.32 -5.15
H -5.44 4.61 -2.80
H -3.85 5.11 -2.35
H -3.01 3.00 -2.87

[6]
12
Properties=species:S:1:pos:R:3 method="wB97M-V/def2-TZVPD" max_force_ev_per_a=4.6 e_above_lowest_kj_mol=289.6 gap_ev=9.85 total_charge=0 homo_energy_ev=-8.973
C -0.32 -1.00 0.22
C 0.49 1.59 -0.54
H -1.54 -2.26 0.39
H -2.01 0.06 -0.50
H -0.45 1.52 1.22
H 0.79 2.39 -1.13
H 1.85 -1.19 0.02
N -0.52 -2.22 0.40
N -1.13 0.11 0.09
N -0.72 1.43 0.20
N 1.33 0.60 -0.60
N 1.09 -0.50 0.18